*A*
This record from the OMol25 dataset describes an isolated ion of composition C3H7O2 and charge -1. The level of theory is the ωB97M-V functional and the def2-TZVPD basis.

Geometry (Å):
O: -0.860 0.417 -2.660
C: -0.737 0.735 -1.331
C: 0.543 0.051 -0.484
C: 0.333 -0.006 1.047
O: 0.971 -1.240 1.770
H: -1.483 0.210 -0.772
H: -0.850 1.871 -0.799
H: 0.454 -1.076 -0.699
H: 1.470 0.562 -0.810
H: 0.462 0.779 1.791
H: -0.759 -0.330 1.115
H: 0.456 -1.974 1.831

Summary:
* orbital gap: 6.369 eV
* highest occupied orbital energy: -2.5 eV
* net charge: -1
* SMILES: [O-]CCCO

How positive or negative is each atom? The natural (NBO) charges in e answer that: atom 1 (O): -0.92, atom 2 (C): 0.03, atom 3 (C): -0.49, atom 4 (C): -0.07, atom 5 (O): -0.80, atom 6 (H): 0.07, atom 7 (H): 0.02, atom 8 (H): 0.20, atom 9 (H): 0.19, atom 10 (H): 0.17, atom 11 (H): 0.15, atom 12 (H): 0.45

=====

*B*
This record from the OMol25 dataset describes an isolated ion of composition C3H7O2 and charge -1. The level of theory is the ωB97M-V functional and the def2-TZVPD basis.

Geometry (Å):
O: 1.165 0.289 1.672
C: 1.191 -0.638 0.713
C: 0.413 -0.013 -0.610
C: -0.981 0.235 -0.056
O: -1.839 1.036 -0.893
H: 2.158 -1.152 0.604
H: 0.548 -1.537 1.057
H: 0.387 -0.813 -1.375
H: 0.865 0.909 -0.941
H: -1.484 -0.750 0.039
H: -1.016 0.589 0.968
H: -1.407 1.846 -1.179

Summary:
* orbital gap: 6.102 eV
* highest occupied orbital energy: -2.1 eV
* net charge: -1
* SMILES: [O-]CCCO

How positive or negative is each atom? The natural (NBO) charges in e answer that: atom 1 (O): -0.96, atom 2 (C): 0.00, atom 3 (C): -0.48, atom 4 (C): -0.07, atom 5 (O): -0.76, atom 6 (H): 0.09, atom 7 (H): 0.04, atom 8 (H): 0.16, atom 9 (H): 0.18, atom 10 (H): 0.15, atom 11 (H): 0.20, atom 12 (H): 0.45

=====

Calculated relative energies: *A* 1.164; *B* 0.000, given in eV

=====

*A*
This record from the OMol25 dataset describes an isolated ion of composition C3H7O2 and charge -1. The level of theory is the ωB97M-V functional and the def2-TZVPD basis.

Geometry (Å):
C: 0.662 -0.484 1.618
O: 0.552 -0.753 0.240
C: -0.688 -0.206 -0.387
C: -0.123 0.701 -1.519
O: -1.521 0.359 0.434
H: -0.011 -1.111 2.198
H: 1.714 -0.686 1.873
H: 0.455 0.578 1.832
H: -1.117 -1.095 -0.924
H: 0.493 0.077 -2.168
H: 0.505 1.484 -1.086
H: -0.921 1.136 -2.111

Summary:
* orbital gap: 6.993 eV
* highest occupied orbital energy: -2.4 eV
* net charge: -1
* SMILES: CO[C@H](C)[O-]

How positive or negative is each atom? The natural (NBO) charges in e answer that: atom 1 (C): -0.24, atom 2 (O): -0.64, atom 3 (C): 0.42, atom 4 (C): -0.66, atom 5 (O): -0.91, atom 6 (H): 0.15, atom 7 (H): 0.14, atom 8 (H): 0.18, atom 9 (H): 0.03, atom 10 (H): 0.17, atom 11 (H): 0.18, atom 12 (H): 0.18

=====

*B*
This record from the OMol25 dataset describes a 3-piece molecular cluster, C3H7O2 overall. The level of theory is the ωB97M-V functional and the def2-TZVPD basis.

Geometry (Å):
C: -1.631 0.066 -1.690
O: -2.657 0.487 -2.134
H: -1.397 -0.400 -0.704
H: -0.610 0.216 -2.141
H: 6.215 -5.264 0.578
C: 2.041 0.717 1.104
C: 0.776 0.342 1.607
O: -0.120 -0.307 1.011
H: 2.935 0.573 1.703
H: 2.115 1.134 0.108
H: 0.485 0.690 2.628
H: 5.583 -4.991 0.821

Summary:
* orbital gap: 5.929 eV
* highest occupied orbital energy: -1.9 eV
* net charge: -1

How positive or negative is each atom? The natural (NBO) charges in e answer that: atom 1 (C): 0.28, atom 2 (O): -0.55, atom 3 (H): 0.18, atom 4 (H): 0.07, atom 5 (H): -0.01, atom 6 (C): -0.88, atom 7 (C): 0.29, atom 8 (O): -0.78, atom 9 (H): 0.17, atom 10 (H): 0.17, atom 11 (H): 0.06, atom 12 (H): 0.01

=====

Calculated relative energies: *A* 0.000; *B* 2.203, given in eV

=====

*A*
This record from the OMol25 dataset describes a 2-piece molecular cluster, C7H16O overall. The level of theory is the ωB97M-V functional and the def2-TZVPD basis.

Geometry (Å):
C: -1.208 -1.700 -3.081
C: -0.990 -1.581 -1.544
C: 0.289 -0.854 -1.163
C: 0.364 -0.285 0.241
C: -0.185 -0.971 1.241
C: -0.176 -0.454 2.664
C: 1.008 1.066 0.376
H: -2.197 -1.351 -3.351
H: -0.857 -2.650 -3.470
H: -0.513 -1.011 -3.587
H: -1.127 -2.573 -1.121
H: -1.861 -1.039 -1.171
H: 0.396 -0.067 -1.905
H: 1.137 -1.529 -1.280
H: -0.865 -1.794 1.056
H: -0.850 0.401 2.798
H: 0.816 -0.052 2.916
H: -0.411 -1.204 3.415
H: 1.737 1.187 -0.418
H: 1.608 1.170 1.272
H: 0.228 1.828 0.381
H: 1.727 4.885 1.437
H: 0.818 4.406 2.599
O: 1.114 4.171 1.696

Summary:
* orbital gap (spin up / spin down): 2.010 / 9.053 eV
* highest occupied orbital energy (spin up / spin down): 1.1 / -6.0 eV
* net charge: -1
* 2S+1: 2

How positive or negative is each atom? The natural (NBO) charges in e answer that: atom 1 (C): -0.62, atom 2 (C): -0.40, atom 3 (C): -0.44, atom 4 (C): 0.03, atom 5 (C): -0.24, atom 6 (C): -0.69, atom 7 (C): -0.72, atom 8 (H): 0.21, atom 9 (H): 0.20, atom 10 (H): 0.20, atom 11 (H): 0.19, atom 12 (H): 0.20, atom 13 (H): 0.20, atom 14 (H): 0.21, atom 15 (H): 0.18, atom 16 (H): 0.22, atom 17 (H): 0.22, atom 18 (H): 0.20, atom 19 (H): 0.20, atom 20 (H): 0.23, atom 21 (H): 0.25, atom 22 (H): 0.33, atom 23 (H): 0.32, atom 24 (O): -1.48

=====

*B*
This record from the OMol25 dataset describes a 2-piece molecular cluster, C7H16O overall. The level of theory is the ωB97M-V functional and the def2-TZVPD basis.

Geometry (Å):
C: 2.089 -1.991 -0.985
C: 1.759 -0.872 0.011
C: 0.527 -1.162 0.876
C: -0.438 -0.012 1.053
C: 0.033 1.145 1.532
C: -0.746 2.441 1.624
C: -1.840 -0.152 0.519
H: 1.216 -2.167 -1.628
H: 2.407 -2.926 -0.520
H: 2.890 -1.653 -1.649
H: 1.654 0.029 -0.601
H: 2.633 -0.667 0.643
H: 0.903 -1.487 1.852
H: 0.031 -2.048 0.463
H: 1.056 1.176 1.860
H: -0.187 3.176 2.201
H: -1.659 2.328 2.217
H: -0.957 2.789 0.617
H: -2.473 -0.654 1.243
H: -1.837 -0.719 -0.426
H: -2.220 0.812 0.184
H: -1.554 0.454 -3.042
H: -2.047 1.242 -4.231
O: -1.243 0.918 -3.814

Summary:
* orbital gap (spin up / spin down): 2.694 / 9.177 eV
* highest occupied orbital energy (spin up / spin down): 1.0 / -5.7 eV
* net charge: -1
* 2S+1: 2

How positive or negative is each atom? The natural (NBO) charges in e answer that: atom 1 (C): -0.63, atom 2 (C): -0.41, atom 3 (C): -0.45, atom 4 (C): 0.02, atom 5 (C): -0.23, atom 6 (C): -0.68, atom 7 (C): -0.94, atom 8 (H): 0.21, atom 9 (H): 0.19, atom 10 (H): 0.20, atom 11 (H): 0.21, atom 12 (H): 0.18, atom 13 (H): 0.20, atom 14 (H): 0.21, atom 15 (H): 0.18, atom 16 (H): 0.20, atom 17 (H): 0.21, atom 18 (H): 0.22, atom 19 (H): 0.20, atom 20 (H): 0.18, atom 21 (H): 0.21, atom 22 (H): 0.37, atom 23 (H): 0.36, atom 24 (O): -1.20

=====

Calculated relative energies: *A* 0.196; *B* 0.000, given in eV

=====

*A*
This record from the OMol25 dataset describes one molecule with the formula C5H7NS2. The level of theory is the ωB97M-V functional and the def2-TZVPD basis.

Geometry (Å):
C: 0.195 1.655 -1.033
N: 1.395 1.148 -0.974
S: 1.665 -0.549 -1.249
C: 0.510 -1.276 -0.042
C: 0.445 -1.602 1.547
C: -0.065 -0.352 1.045
S: -1.514 0.446 0.651
C: -1.067 0.979 -1.014
H: 0.345 2.739 -1.047
H: -0.463 -1.652 -0.348
H: 1.199 -1.636 2.337
H: -0.325 -2.171 1.729
H: 0.653 0.431 1.211
H: -1.020 0.064 -1.709
H: -1.953 1.777 -1.104

Summary:
* orbital gap: 8.847 eV
* highest occupied orbital energy: -8.5 eV
* net charge: 0
* SMILES: C1=NS[C@H]2C[C@@H]2SC1

How positive or negative is each atom? The natural (NBO) charges in e answer that: atom 1 (C): 0.09, atom 2 (N): -0.55, atom 3 (S): 0.42, atom 4 (C): -0.42, atom 5 (C): -0.34, atom 6 (C): -0.45, atom 7 (S): 0.30, atom 8 (C): -0.64, atom 9 (H): 0.21, atom 10 (H): 0.21, atom 11 (H): 0.24, atom 12 (H): 0.20, atom 13 (H): 0.22, atom 14 (H): 0.26, atom 15 (H): 0.26

=====

*B*
This record from the OMol25 dataset describes one molecule with the formula C5H7NS2. The level of theory is the ωB97M-V functional and the def2-TZVPD basis.

Geometry (Å):
C: 1.939 -1.878 0.714
C: 1.560 -0.640 0.756
C: 0.196 -0.150 0.483
N: -0.732 -0.989 0.288
S: -2.275 -0.415 -0.059
C: -1.914 0.621 -1.532
S: -0.773 2.013 -1.179
C: -0.116 1.371 0.513
H: 2.971 -2.074 0.940
H: 1.241 -2.725 0.531
H: 2.276 0.264 0.941
H: -1.496 0.024 -2.369
H: -2.826 1.024 -1.965
H: 0.822 1.899 0.702
H: -0.874 1.655 1.236

Summary:
* orbital gap: 8.472 eV
* highest occupied orbital energy: -8.3 eV
* net charge: 0
* SMILES: C=CC1=NSCSC1

How positive or negative is each atom? The natural (NBO) charges in e answer that: atom 1 (C): -0.31, atom 2 (C): -0.26, atom 3 (C): 0.25, atom 4 (N): -0.58, atom 5 (S): 0.42, atom 6 (C): -0.71, atom 7 (S): 0.17, atom 8 (C): -0.56, atom 9 (H): 0.20, atom 10 (H): 0.23, atom 11 (H): 0.20, atom 12 (H): 0.22, atom 13 (H): 0.25, atom 14 (H): 0.23, atom 15 (H): 0.25

=====

Calculated relative energies: *A* 2.242; *B* 0.000, given in eV